[1]
Molecular formula: C3H11NO2S
Method: DFT, ωB97M-V/def2-TZVPD

The molar mass is 125.193 g mol⁻¹. The energy above the lowest of the compared OMol25 structures with the same formula, charge and spin comes out at 76.66 kcal/mol. For the energy, the calculation gives -724.18956 Eh. The HOMO-LUMO gap is 7.3 eV. The calculation puts the HOMO energy at -9.0 eV. The value obtained for the max |F| is 3.64 eV/A. The LUMO energy comes out at -1.72 eV. The total charge is 0.

Atoms and positions in Å:
C (-0.0360, -0.7370, 0.9554)
C (1.0554, -1.0226, -0.0083)
S (2.7482, -0.3215, 0.3101)
N (-1.3365, -1.2258, 0.3629)
C (-2.0364, -0.1760, -0.3211)
O (-1.3533, 0.5329, -1.2966)
H (-0.1191, 0.3254, 1.2188)
H (0.2554, -1.3286, 1.8737)
H (1.3492, -2.0651, -0.1512)
H (0.7851, -0.7061, -1.0574)
H (2.7133, 1.1252, -1.2560)
H (-1.2486, -2.1057, -0.1516)
H (-2.2649, 0.5965, 0.5027)
H (-2.9857, -0.4960, -0.7913)
H (-0.6957, 1.1581, -0.9420)
H (0.9055, 2.8476, 0.5778)
H (1.5541, 1.5448, 0.0844)
O (0.7100, 2.0542, 0.0895)

[2]
Molecular formula: C3H11NO2S
Method: DFT, ωB97M-V/def2-TZVPD

The molar mass is 125.193 g mol⁻¹. The energy above the lowest of the compared OMol25 structures with the same formula, charge and spin comes out at 17.16 kcal/mol. For the energy, the calculation gives -724.28438 Eh. The HOMO-LUMO gap is 9.1 eV. The calculation puts the HOMO energy at -8.7 eV. The value obtained for the max |F| is 2.91 eV/A. The LUMO energy comes out at 0.47 eV. The total charge is 0.

Atoms and positions in Å:
N (-1.0047, -1.5498, 0.2350)
C (-0.8436, -0.2302, 0.8510)
C (-1.5436, 0.9325, 0.1509)
O (-1.0297, 2.1737, 0.6990)
C (0.6274, 0.0212, 1.1530)
S (1.4296, -1.1953, 2.2608)
H (-0.2917, -1.5833, -0.5390)
H (-1.8012, -1.6902, -0.3992)
H (-1.3292, -0.3441, 1.8470)
H (-2.5969, 1.0045, 0.3288)
H (-1.3577, 0.9057, -0.9269)
H (-1.0686, 2.8078, -0.0264)
H (0.7795, 1.0827, 1.3889)
H (1.2620, -0.1059, 0.2490)
H (1.3728, -2.3251, 1.4983)
O (2.4187, -0.2085, -2.6305)
H (2.7984, 0.6749, -2.5873)
H (2.1786, -0.3708, -3.5525)

[3]
Molecular formula: C3H11NO3
Method: DFT, ωB97M-V/def2-TZVPD

The molar mass is 109.125 g mol⁻¹. The energy above the lowest of the compared OMol25 structures with the same formula, charge and spin comes out at 139.08 kcal/mol. For the energy, the calculation gives -401.19141 Eh. The HOMO-LUMO gap is 8.0 eV. The calculation puts the HOMO energy at -8.3 eV. The value obtained for the max |F| is 5.66 eV/A. The LUMO energy comes out at -0.24 eV. The total charge is 0.

Atoms and positions in Å:
C (-2.0175, 0.5149, 1.6165)
C (-1.3795, -0.2437, 0.7680)
N (-1.8559, -0.7811, -0.4601)
C (-2.6711, -0.9316, -1.4143)
H (-3.1011, 0.2312, 1.8860)
H (-1.4901, 1.4068, 2.0963)
H (-0.1891, -0.5640, 0.8960)
H (-3.3073, -0.2688, -2.0227)
H (-2.7263, -1.8764, -2.0145)
O (0.1413, 0.5129, -1.9831)
H (-0.5373, 0.3966, -1.2437)
H (0.4776, 1.4013, -1.8362)
O (3.9149, 0.9445, 2.1182)
H (4.8252, 0.5264, 2.3678)
H (3.4995, 0.4159, 1.2377)
O (1.9805, -0.4032, -0.3869)
H (1.3121, 0.1630, -0.7106)
H (2.3432, -0.8353, -1.2430)

[4]
Molecular formula: C3H11NO3
Method: DFT, ωB97M-V/def2-TZVPD

The molar mass is 109.125 g mol⁻¹. The energy above the lowest of the compared OMol25 structures with the same formula, charge and spin comes out at 33.55 kcal/mol. For the energy, the calculation gives -401.35959 Eh. The HOMO-LUMO gap is 10.2 eV. The calculation puts the HOMO energy at -9.6 eV. The value obtained for the max |F| is 1.38 eV/A. The LUMO energy comes out at 0.61 eV. The total charge is 0.

Atoms and positions in Å:
C (2.2046, -0.4179, -0.4847)
N (0.8459, -0.8597, -0.1143)
C (-0.2337, -0.2555, -0.7647)
C (-0.5398, -0.7921, -2.1271)
O (-0.8369, 0.6951, -0.3232)
H (2.9214, -1.2317, -0.4426)
H (2.1444, -0.0526, -1.5116)
H (2.4911, 0.4161, 0.1581)
H (0.7994, -1.0996, 0.8570)
H (-0.7323, 0.0020, -2.8112)
H (-1.4608, -1.3851, -2.0750)
H (0.1168, -1.5459, -2.5309)
O (-1.0599, -0.6849, 2.9614)
H (-0.5604, 0.0310, 2.5435)
H (-1.8122, -0.7221, 2.3525)
O (-1.3031, 2.9381, 1.6663)
H (-1.4836, 2.9313, 0.7176)
H (-1.5008, 2.0335, 1.9288)

[5]
Molecular formula: C3H11NO3
Method: DFT, ωB97M-V/def2-TZVPD

The molar mass is 109.125 g mol⁻¹. The energy above the lowest of the compared OMol25 structures with the same formula, charge and spin comes out at 11.46 kcal/mol. For the energy, the calculation gives -401.39480 Eh. The HOMO-LUMO gap is 10.9 eV. The calculation puts the HOMO energy at -10.4 eV. The value obtained for the max |F| is 1.42 eV/A. The LUMO energy comes out at 0.50 eV. The total charge is 0.

Atoms and positions in Å:
C (2.0737, 1.1159, 1.4989)
C (1.2879, 0.2342, 0.5213)
C (-0.1955, 0.3469, 0.7044)
N (-0.7889, -0.5467, 1.5517)
O (-0.8905, 1.1293, 0.0823)
H (1.5697, 1.2500, 2.4511)
H (3.0573, 0.6858, 1.7022)
H (2.4016, 2.0461, 1.0324)
H (1.5012, -0.8376, 0.6059)
H (1.5594, 0.4772, -0.5036)
H (-0.2586, -0.7862, 2.3765)
H (-1.7546, -0.3865, 1.7998)
O (-0.6955, 0.6428, -2.7669)
H (-0.8581, 0.8173, -1.8008)
H (-1.2465, -0.1436, -2.9939)
O (-0.7543, -2.4119, -1.0614)
H (0.0104, -2.1202, -1.5582)
H (-0.5772, -2.1221, -0.1322)

[6]
Molecular formula: C3H11NO3
Method: DFT, ωB97M-V/def2-TZVPD

The molar mass is 109.125 g mol⁻¹. The energy above the lowest of the compared OMol25 structures with the same formula, charge and spin comes out at 72.14 kcal/mol. For the energy, the calculation gives -401.29810 Eh. The HOMO-LUMO gap is 10.3 eV. The calculation puts the HOMO energy at -9.7 eV. The value obtained for the max |F| is 4.13 eV/A. The LUMO energy comes out at 0.60 eV. The total charge is 0.

Atoms and positions in Å:
N (-0.5024, 1.7702, 0.0830)
C (-0.5510, 0.4941, -0.6577)
C (-0.9750, -0.6799, 0.2222)
O (-2.3963, -0.4659, 0.7548)
C (0.8820, -0.1098, -1.2343)
O (1.3597, -1.3817, -0.6677)
H (-1.0327, 1.6033, 0.9697)
H (-0.9513, 2.3753, -0.5320)
H (-1.2251, 0.5298, -1.4530)
H (-1.1375, -1.5906, -0.3615)
H (-0.3391, -0.7934, 1.0810)
H (-2.8849, -0.8814, -0.0513)
H (0.8915, -0.3140, -2.3446)
H (1.5777, 0.7617, -1.1717)
H (1.7626, -1.8929, -1.3194)
O (1.6368, 0.1527, 2.4816)
H (2.5864, 0.0433, 2.5789)
H (1.2987, 0.3791, 1.6220)

[7]
Molecular formula: C3H11NO3
Method: DFT, ωB97M-V/def2-TZVPD

The molar mass is 109.125 g mol⁻¹. The energy above the lowest of the compared OMol25 structures with the same formula, charge and spin comes out at 27.73 kcal/mol. For the energy, the calculation gives -401.36886 Eh. The HOMO-LUMO gap is 10.5 eV. The calculation puts the HOMO energy at -9.8 eV. The value obtained for the max |F| is 1.52 eV/A. The LUMO energy comes out at 0.63 eV. The total charge is 0.

Atoms and positions in Å:
C (2.0406, 0.7806, -0.9615)
N (0.5815, 0.6981, -0.9894)
C (-0.2085, 1.8865, -1.1998)
C (0.0935, -0.5161, -1.3085)
O (0.5615, -1.5960, -1.0003)
H (2.4742, -0.2077, -0.8643)
H (2.3920, 1.4306, -0.1706)
H (2.4444, 1.1578, -1.9122)
H (-0.9963, 1.9776, -0.4573)
H (-0.6561, 1.9546, -2.1964)
H (0.4399, 2.7581, -1.1459)
H (-0.8639, -0.5649, -1.8541)
O (-2.7472, -1.8630, 3.2777)
H (-2.0785, -1.8398, 2.5559)
H (-3.5976, -1.7605, 2.8328)
O (-0.2330, -1.1748, 1.9550)
H (0.2862, -1.8240, 2.3919)
H (0.0672, -1.2970, 1.0471)

[8]
Molecular formula: C3H11NO3
Method: DFT, ωB97M-V/def2-TZVPD

The molar mass is 109.125 g mol⁻¹. The energy above the lowest of the compared OMol25 structures with the same formula, charge and spin comes out at 28.37 kcal/mol. For the energy, the calculation gives -401.00674 Eh. The HOMO-LUMO gap (alpha / beta) is 10.8 / 6.0 eV. The expectation value of S² is 0.77. Its spin multiplicity is 2. The calculation puts the HOMO energy (alpha / beta) at -14.9 / -14.8 eV. The value obtained for the max |F| is 4.31 eV/A. The LUMO energy (alpha / beta) comes out at -4.10 / -8.83 eV. The total charge is +1.

Atoms and positions in Å:
C (-0.3362, -2.0916, 0.7726)
C (-0.3943, -0.6072, 0.4424)
N (0.6933, 0.3168, 0.5644)
C (2.0746, -0.0218, 0.4186)
O (-1.5034, -0.1534, 0.1431)
H (-1.2338, -2.7230, 0.4352)
H (0.4265, -2.4762, 0.0650)
H (-0.0527, -2.2673, 1.7416)
H (0.5859, 1.3325, 0.7060)
H (2.7787, 0.6907, 0.7110)
H (2.1082, -0.2170, -0.6347)
H (2.4392, -1.0282, 0.8123)
H (-1.5931, 0.1550, -1.9066)
H (-1.0126, 1.3960, -2.7810)
O (-1.2235, 1.0288, -1.9785)
H (-0.8230, 2.0426, -0.4610)
H (-1.8448, 2.0736, 0.6340)
O (-1.0891, 2.5498, 0.3157)